1.
The molecule C4H7ClO in a non-equilibrium geometry, computed with ωB97M-V with the def2-TZVPD basis set.

Its molecular weight is 106.55 g mol⁻¹. As for the largest force on an atom: 2.543 eV/A. For the highest occupied orbital energy, the calculation gives -9.76 eV. Its gap between HOMO and LUMO is 10.8 eV. The SMILES is ClC[C@@H]1CCO1.

The geometry in ORCA input format:
```
! wB97M-V def2-TZVPD RIJCOSX def2/J DEFGRID3
* xyz 0 1
Cl -2.148 0.182 2.005
C -0.568 -0.091 1.416
C -0.393 0.591 0.107
C -0.283 -0.396 -1.066
C 1.236 -0.025 -0.983
O 0.998 1.033 0.032
H 0.126 0.348 2.160
H -0.369 -1.126 1.453
H -0.998 1.469 -0.235
H -0.471 -1.434 -0.717
H -0.877 -0.132 -1.985
H 1.916 0.282 -1.847
H 1.831 -0.700 -0.340
*
```

2.
The ion C8H17N4 with charge +1 in a non-equilibrium geometry, computed with ωB97M-V with the def2-TZVPD basis set.

Its molecular weight is 169.25 g mol⁻¹. As for the largest force on an atom: 5.251 eV/A. For the highest occupied orbital energy (spin up / spin down), the calculation gives -13.52 / -13.52 eV. Its gap between HOMO and LUMO (spin up / spin down) is 8.5 / 8.5 eV. The SMILES is CCC[C@H](C)[N+]1=NC=NCCN1.

The geometry in ORCA input format:
```
! wB97M-V def2-TZVPD RIJCOSX def2/J DEFGRID3
* xyz 1 1
C 2.361 -2.255 1.375
C 2.067 -0.765 1.387
C 0.813 -0.572 0.500
C 0.646 0.970 0.190
C 0.140 1.840 1.314
N -0.317 0.970 -0.952
N 0.063 1.208 -2.121
C -0.497 1.130 -3.334
N -1.549 0.529 -3.629
C -2.454 -0.097 -2.749
C -2.744 0.762 -1.558
N -1.624 0.860 -0.657
H 1.907 -2.640 2.284
H 3.397 -2.438 1.215
H 1.861 -2.684 0.517
H 2.865 -0.129 1.032
H 1.740 -0.427 2.346
H 0.036 -0.939 1.062
H 0.989 -1.183 -0.427
H 1.515 1.366 -0.259
H 0.349 2.943 1.026
H -0.937 1.787 1.373
H 0.611 1.494 2.333
H -0.060 1.675 -4.058
H -2.040 -0.959 -2.499
H -3.310 -0.291 -3.251
H -2.893 1.806 -1.701
H -3.636 0.466 -1.022
H -1.825 0.818 0.371
*
```

3.
A structure of composition C23H25F3NOTi in a non-equilibrium geometry, computed with ωB97M-V with the def2-TZVPD basis set.

Its molecular weight is 436.32 g mol⁻¹. As for the largest force on an atom: 2.937 eV/A. For the highest occupied orbital energy (spin up / spin down), the calculation gives -7.19 / -8.41 eV. Its expectation value of S² is 0.7550. Its gap between HOMO and LUMO (spin up / spin down) is 7.6 / 8.8 eV.

The geometry in ORCA input format:
```
! wB97M-V def2-TZVPD RIJCOSX def2/J DEFGRID3
* xyz 0 2
C 0.208 -2.128 3.147
C -0.927 -1.326 2.750
C -1.272 -1.678 1.413
H -1.476 -0.619 3.367
C -0.373 -2.693 0.973
C 0.548 -2.977 2.037
H -0.424 -3.212 0.017
C 2.381 0.272 2.894
C 1.068 0.699 3.279
C 0.520 1.484 2.220
H 0.596 0.523 4.243
C 1.480 1.562 1.167
C 2.634 0.816 1.588
H -2.123 -1.299 0.847
H 1.331 -3.729 2.026
H 0.705 -2.135 4.114
H 3.565 0.759 1.031
H -0.450 1.987 2.213
H 3.068 -0.343 3.471
Ti 0.990 -0.814 1.529
C 1.398 2.406 -0.103
C 2.544 3.431 -0.088
C 0.063 3.149 -0.204
H 2.501 4.042 0.820
H 2.474 4.106 -0.952
H 3.525 2.940 -0.121
H -0.023 3.881 0.608
H -0.791 2.463 -0.154
H 0.009 3.697 -1.157
C 1.586 1.516 -1.372
C 0.532 0.482 -1.634
H 2.561 1.008 -1.320
H 1.630 2.177 -2.252
O 0.211 -0.406 -0.804
N -0.083 0.409 -2.817
C -0.837 -0.820 -3.126
H 0.193 1.022 -3.574
C -2.194 -0.858 -2.477
C -2.759 -2.079 -2.079
H -2.183 -2.998 -2.226
C -4.035 -2.115 -1.513
H -4.464 -3.072 -1.205
C -4.764 -0.930 -1.352
H -5.765 -0.959 -0.915
C -4.209 0.287 -1.760
H -4.765 1.217 -1.645
C -2.928 0.320 -2.327
H -2.486 1.262 -2.665
H -0.261 -1.688 -2.792
H -0.925 -0.861 -4.221
F 3.511 -1.041 -0.357
C 2.730 -1.845 0.467
F 2.326 -2.873 -0.367
F 3.631 -2.418 1.358
*
```

4.
The molecule C3H7NO in a non-equilibrium geometry, computed with ωB97M-V with the def2-TZVPD basis set.

Its molecular weight is 73.09 g mol⁻¹. As for the largest force on an atom: 5.591 eV/A. For the highest occupied orbital energy, the calculation gives -9.53 eV. Its gap between HOMO and LUMO is 10.4 eV. The SMILES is CNC(C)=O.

The geometry in ORCA input format:
```
! wB97M-V def2-TZVPD RIJCOSX def2/J DEFGRID3
* xyz 0 1
C 1.832 0.145 -0.087
N 0.611 -0.495 -0.077
C -0.534 0.419 -0.086
C -1.844 -0.311 -0.056
O -0.493 1.591 -0.008
H 2.033 0.803 -0.918
H 2.607 -0.521 -0.057
H 2.195 0.934 0.877
H 0.391 -1.274 0.537
H -1.849 -1.001 -0.782
H -2.868 0.224 -0.329
H -2.082 -0.516 0.985
*
```

5.
A structure of composition C45H65DyF3P4Si in a non-equilibrium geometry, computed with ωB97M-V with the def2-TZVPD basis set.

Its molecular weight is 977.49 g mol⁻¹. As for the largest force on an atom: 1.816 eV/A. For the highest occupied orbital energy (spin up / spin down), the calculation gives -9.27 / -9.25 eV. Its expectation value of S² is 9.3412. Its gap between HOMO and LUMO (spin up / spin down) is 7.3 / 7.2 eV.

The geometry in ORCA input format:
```
! wB97M-V def2-TZVPD RIJCOSX def2/J DEFGRID3
* xyz 1 6
Dy 0.820 0.701 0.043
C 1.002 -1.917 4.245
C 0.501 -0.500 4.343
C 1.706 0.444 4.429
P -0.624 0.088 2.925
C -1.672 1.466 3.755
C -3.092 1.442 3.185
C -1.669 1.530 5.291
C -1.763 -1.310 2.725
C -2.457 -1.779 3.857
C -3.393 -2.820 3.740
C -3.560 -3.402 2.487
C -2.778 -3.018 1.390
C -1.984 -1.860 1.420
Si -1.524 -0.865 -0.189
C -3.107 0.243 -0.543
C -4.317 -0.301 -0.094
C -5.546 0.010 -0.656
C -5.608 1.034 -1.597
C -4.447 1.699 -1.999
C -3.195 1.428 -1.377
P -2.020 2.850 -1.532
C -1.605 2.909 -3.324
C -1.114 1.549 -3.789
C -0.540 3.930 -3.691
C -2.902 4.444 -0.861
C -3.157 5.516 -1.972
C -4.146 4.221 0.044
C -1.524 -2.260 -1.499
C -2.663 -2.693 -2.133
C -2.610 -3.690 -3.113
C -1.382 -4.255 -3.449
C -0.219 -3.843 -2.824
C -0.282 -2.820 -1.897
P 1.226 -2.223 -1.129
C 1.772 -3.624 -0.014
C 0.829 -3.707 1.167
C 1.886 -4.931 -0.713
C 2.529 -1.930 -2.472
C 3.819 -2.771 -2.450
C 1.979 -1.949 -3.901
H 1.485 -2.262 5.141
H 1.719 -2.103 3.439
H 0.203 -2.659 4.092
H -0.134 -0.446 5.227
H 2.327 0.340 3.530
H 2.352 0.154 5.261
H 1.427 1.496 4.567
H -1.091 2.307 3.374
H -3.697 0.580 3.529
H -3.066 1.411 2.065
H -3.661 2.343 3.460
H -2.065 0.623 5.755
H -2.358 2.335 5.643
H -0.665 1.714 5.697
H -2.231 -1.374 4.850
H -4.000 -3.144 4.588
H -4.246 -4.236 2.326
H -2.967 -3.526 0.440
H -4.291 -1.040 0.692
H -6.454 -0.519 -0.335
H -6.533 1.322 -2.103
H -4.471 2.509 -2.725
H -2.547 3.245 -3.814
H -0.330 1.127 -3.132
H -0.683 1.677 -4.815
H -1.929 0.806 -3.872
H 0.420 3.623 -3.298
H -0.763 4.948 -3.318
H -0.503 4.037 -4.804
H -2.145 4.879 -0.202
H -3.425 5.036 -2.938
H -2.230 6.119 -2.069
H -3.963 6.182 -1.634
H -4.979 3.687 -0.482
H -4.498 5.236 0.354
H -3.864 3.700 0.948
H -3.612 -2.250 -1.862
H -3.555 -4.054 -3.544
H -1.355 -5.071 -4.187
H 0.716 -4.293 -3.110
H 2.771 -3.311 0.317
H -0.154 -4.065 0.852
H 0.704 -2.758 1.681
H 1.192 -4.452 1.884
H 0.909 -5.431 -0.871
H 2.509 -5.579 -0.096
H 2.377 -4.840 -1.683
H 2.826 -0.915 -2.250
H 3.625 -3.809 -2.745
H 4.312 -2.795 -1.490
H 4.519 -2.381 -3.222
H 1.755 -2.942 -4.278
H 2.776 -1.567 -4.589
H 1.064 -1.375 -4.044
F -0.798 2.646 0.941
C -0.428 2.714 -0.518
F 1.616 0.916 -1.779
F 0.155 3.980 -0.504
C 4.398 -0.515 1.672
P 3.726 1.016 0.941
C 4.162 2.361 2.083
C 5.017 1.301 -0.323
C 4.699 1.651 -1.640
C 5.760 1.829 -2.534
C 7.083 1.559 -2.169
C 7.371 1.249 -0.864
C 6.362 1.196 0.080
H 5.263 -0.309 2.315
H 4.609 -1.247 0.894
H 3.635 -0.958 2.328
H 4.923 2.065 2.816
H 3.265 2.643 2.650
H 4.462 3.248 1.579
H 3.650 1.630 -1.952
H 5.520 2.061 -3.598
H 7.856 1.665 -2.930
H 8.409 1.043 -0.659
H 6.594 0.981 1.140
*
```

> What is the molecular weight in the second record?

169.25 g mol⁻¹

> Look up the molecular weight of the second one.

169.25 g mol⁻¹

> Which of these has the highest molecular weight?

C45H65DyF3P4Si

Repeat the third record exactly.
A structure of composition C23H25F3NOTi in a non-equilibrium geometry, computed with ωB97M-V with the def2-TZVPD basis set.

Its molecular weight is 436.32 g mol⁻¹. As for the largest force on an atom: 2.937 eV/A. For the highest occupied orbital energy (spin up / spin down), the calculation gives -7.19 / -8.41 eV. Its expectation value of S² is 0.7550. Its gap between HOMO and LUMO (spin up / spin down) is 7.6 / 8.8 eV.

The geometry in ORCA input format:
```
! wB97M-V def2-TZVPD RIJCOSX def2/J DEFGRID3
* xyz 0 2
C 0.208 -2.128 3.147
C -0.927 -1.326 2.750
C -1.272 -1.678 1.413
H -1.476 -0.619 3.367
C -0.373 -2.693 0.973
C 0.548 -2.977 2.037
H -0.424 -3.212 0.017
C 2.381 0.272 2.894
C 1.068 0.699 3.279
C 0.520 1.484 2.220
H 0.596 0.523 4.243
C 1.480 1.562 1.167
C 2.634 0.816 1.588
H -2.123 -1.299 0.847
H 1.331 -3.729 2.026
H 0.705 -2.135 4.114
H 3.565 0.759 1.031
H -0.450 1.987 2.213
H 3.068 -0.343 3.471
Ti 0.990 -0.814 1.529
C 1.398 2.406 -0.103
C 2.544 3.431 -0.088
C 0.063 3.149 -0.204
H 2.501 4.042 0.820
H 2.474 4.106 -0.952
H 3.525 2.940 -0.121
H -0.023 3.881 0.608
H -0.791 2.463 -0.154
H 0.009 3.697 -1.157
C 1.586 1.516 -1.372
C 0.532 0.482 -1.634
H 2.561 1.008 -1.320
H 1.630 2.177 -2.252
O 0.211 -0.406 -0.804
N -0.083 0.409 -2.817
C -0.837 -0.820 -3.126
H 0.193 1.022 -3.574
C -2.194 -0.858 -2.477
C -2.759 -2.079 -2.079
H -2.183 -2.998 -2.226
C -4.035 -2.115 -1.513
H -4.464 -3.072 -1.205
C -4.764 -0.930 -1.352
H -5.765 -0.959 -0.915
C -4.209 0.287 -1.760
H -4.765 1.217 -1.645
C -2.928 0.320 -2.327
H -2.486 1.262 -2.665
H -0.261 -1.688 -2.792
H -0.925 -0.861 -4.221
F 3.511 -1.041 -0.357
C 2.730 -1.845 0.467
F 2.326 -2.873 -0.367
F 3.631 -2.418 1.358
*
```